Below is a molecular structure, C18H45BF4N3NaO6 in a non-equilibrium geometry, with properties calculated with the ωB97M-V functional and the def2-TZVPD basis.

As for the LUMO energy: 0.19 eV. Its spin multiplicity is 1. The HOMO energy is -9.0 eV.

Cartesian coordinates (Å):
Na (-7.681260, -1.261541, -6.347217)
B (-6.579660, -0.994985, -3.715886)
F (-5.669823, -1.027558, -2.681797)
F (-6.217787, -0.043144, -4.688153)
F (-6.639027, -2.275490, -4.359530)
F (-7.925413, -0.777608, -3.323630)
C (-9.153928, -8.001968, -8.604703)
O (-8.651993, -7.359857, -7.465749)
C (-9.290567, -7.758292, -6.279875)
C (-8.846936, -6.842748, -5.140217)
N (-9.584705, -5.581882, -5.160387)
C (-9.288314, -4.822210, -3.937513)
C (-10.001624, -3.486219, -3.893482)
O (-11.402198, -3.675640, -3.880930)
C (-12.106309, -2.495362, -3.617460)
H (-10.176957, -7.689060, -8.854636)
H (-9.165820, -9.090489, -8.493169)
H (-8.556037, -7.715983, -9.468548)
H (-9.075274, -8.810825, -6.052760)
H (-10.386218, -7.701965, -6.367631)
H (-7.770493, -6.677505, -5.148097)
H (-9.087012, -7.390172, -4.213094)
H (-10.574875, -5.793812, -5.209971)
H (-8.217932, -4.619229, -3.896052)
H (-9.582991, -5.434979, -3.077120)
H (-9.688324, -2.785667, -4.693636)
H (-9.717262, -2.967089, -2.969624)
H (-11.861366, -1.635635, -4.252558)
H (-12.024215, -2.196504, -2.569185)
H (-13.156210, -2.698369, -3.842303)
C (-10.846028, 4.577075, -5.683060)
O (-10.479896, 3.283894, -5.276673)
C (-9.139276, 3.141171, -4.813183)
C (-8.805790, 1.660455, -4.912839)
N (-8.721374, 1.148894, -6.283043)
C (-7.816195, 1.914871, -7.134762)
C (-7.622177, 1.236926, -8.499812)
O (-7.124873, -0.076860, -8.367839)
C (-6.475201, -0.506889, -9.540239)
H (-10.531685, 5.321622, -4.943518)
H (-11.930119, 4.599486, -5.766777)
H (-10.410181, 4.837645, -6.654309)
H (-9.087780, 3.475124, -3.769238)
H (-8.515910, 3.843171, -5.376170)
H (-9.605697, 1.109941, -4.419641)
H (-7.887829, 1.426321, -4.384655)
H (-9.613321, 1.112880, -6.762172)
H (-6.823870, 1.990495, -6.685736)
H (-8.215293, 2.916471, -7.327037)
H (-6.967370, 1.863581, -9.112739)
H (-8.598503, 1.212365, -9.006990)
H (-5.543365, 0.047977, -9.682595)
H (-7.124812, -0.511350, -10.420269)
H (-6.161584, -1.544682, -9.422975)
C (-4.968650, -3.065010, -6.894132)
O (-6.262535, -2.851975, -7.425495)
C (-6.868874, -4.006221, -7.986714)
C (-8.211072, -3.625341, -8.564950)
N (-9.139001, -3.163747, -7.532560)
C (-10.431333, -2.690888, -8.025909)
C (-11.262450, -3.635662, -8.859705)
O (-10.712073, -3.832055, -10.146757)
C (-11.568845, -4.451193, -11.039618)
H (-4.276123, -3.333204, -7.696175)
H (-4.983690, -3.816035, -6.101240)
H (-4.650080, -2.134669, -6.427114)
H (-6.978788, -4.789293, -7.233726)
H (-6.242437, -4.364520, -8.811956)
H (-8.614274, -4.531325, -9.024147)
H (-8.105907, -2.879505, -9.354515)
H (-9.273545, -3.892256, -6.829957)
H (-10.298655, -1.744412, -8.562377)
H (-11.029576, -2.407310, -7.154225)
H (-12.251077, -3.170779, -8.985645)
H (-11.398040, -4.603743, -8.360798)
H (-11.859686, -5.453739, -10.690057)
H (-11.157723, -4.566698, -12.045507)
H (-12.495420, -3.886987, -11.243865)

Atomic forces in eV per Å
Na 0.14 -0.02 0.12
B -0.42 -0.82 0.32
F -0.28 0.18 -0.04
F 0.02 0.10 -0.33
F 0.22 -0.08 -0.45
F 0.32 0.39 0.20
C -0.36 0.02 -0.43
O 0.03 0.16 -0.18
C 0.17 0.27 0.37
C -1.00 -0.66 0.02
N 0.74 0.31 -0.21
C -0.59 0.11 -0.55
C 0.30 0.48 0.62
O 0.17 -0.17 -0.57
C -0.93 0.12 -0.05
H -0.10 0.04 0.29
H 0.15 -0.06 -0.01
H 0.26 -0.10 0.14
H 0.22 0.03 -0.01
H -0.01 0.13 -0.15
H 0.02 0.10 -0.18
H 0.21 0.00 0.08
H -0.03 0.14 0.16
H 0.05 -0.06 0.03
H 0.12 0.23 0.30
H -0.17 -0.49 -0.04
H 0.16 -0.08 0.05
H 0.53 -0.15 -0.06
H 0.13 0.05 0.04
H 0.01 -0.10 0.22
C 0.17 0.06 0.22
O -0.17 -0.35 -0.15
C -0.72 0.33 0.18
C -0.29 0.37 -0.31
N 0.72 -0.38 -0.34
C 0.21 -0.64 -0.65
C -0.81 0.59 0.39
O 0.01 0.06 0.11
C 0.57 -0.82 -0.10
H -0.06 0.09 -0.03
H -0.03 0.01 -0.02
H 0.07 0.02 -0.01
H 0.04 -0.13 0.06
H 0.36 -0.37 -0.13
H 0.03 0.03 0.15
H 0.11 0.06 -0.07
H -0.25 0.19 0.42
H -0.14 0.07 0.35
H 0.24 0.14 -0.09
H 0.17 -0.10 0.03
H 0.03 -0.11 -0.13
H -0.22 0.32 -0.32
H -0.03 0.50 -0.02
H -0.16 0.06 0.37
C -0.10 0.12 0.14
O -0.21 0.12 0.17
C 0.17 0.57 -0.18
C -0.42 -0.71 0.27
N 0.12 0.66 0.18
C 0.35 0.22 0.36
C -0.57 0.02 -0.35
O 0.83 0.53 -0.10
C -1.20 -0.62 -0.66
H 0.10 -0.14 0.06
H 0.02 -0.17 -0.12
H -0.01 0.05 -0.10
H 0.02 -0.13 0.07
H 0.07 -0.24 0.08
H 0.13 -0.06 -0.32
H -0.04 0.11 0.13
H 0.00 -0.11 -0.13
H 0.16 -0.16 -0.24
H -0.04 -0.21 0.06
H -0.09 -0.12 0.13
H 0.03 -0.02 0.09
H -0.02 0.08 -0.01
H 0.68 0.07 0.36
H 0.05 0.09 0.52